[1]
Here is a gas-phase ion, C26H35N2 (charge +1) at a distorted geometry from the Open Molecules 2025 dataset. Energies are from ωB97M-V/def2-TZVPD.

Cartesian coordinates (Å):
C  -4.6970  1.9363  4.4492
C  -3.8642  1.0101  3.6227
C  -3.1061  0.0089  4.2251
C  -2.4141  -0.9360  3.4687
C  -1.6327  -1.9769  4.2409
C  -2.4663  -0.8598  2.0515
C  -1.6800  -1.7940  1.1050
C  -2.3264  -3.1623  1.0652
C  -0.2328  -1.6505  1.3447
C  0.2851  -0.1704  1.3911
C  1.7253  -0.1919  2.0534
C  2.2136  1.0953  2.2777
C  1.3353  2.3245  2.0934
C  3.5013  1.3026  2.7407
C  4.3229  0.2420  3.0763
C  5.6804  0.5920  3.6297
C  3.8287  -1.0543  2.9265
C  2.5427  -1.3185  2.4270
C  2.2239  -2.8024  2.5278
N  0.4034  0.4296  -0.1202
C  1.1509  -0.0569  -1.1816
C  0.9214  0.6661  -2.3048
N  0.0733  1.7053  -1.9377
C  -0.4398  2.7274  -2.8803
C  -0.2267  1.5058  -0.6163
C  -3.2439  0.1268  1.4369
C  -3.3928  0.1426  -0.0645
C  -3.8907  1.0736  2.2327
H  -5.1751  2.7046  3.8364
H  -5.4961  1.4130  4.9917
H  -4.0861  2.4407  5.2041
H  -3.0839  -0.0422  5.3148
H  -1.5962  -2.9402  3.7158
H  -0.5837  -1.6698  4.4420
H  -2.1434  -2.1448  5.2038
H  -1.7945  -1.4335  0.0751
H  -3.3281  -3.0184  0.6410
H  -1.7733  -3.8382  0.4202
H  -2.4006  -3.6230  2.0446
H  0.0638  -2.1969  2.2567
H  0.3908  -2.1644  0.5880
H  -0.4246  0.5249  2.0050
H  1.9329  3.2102  2.3585
H  1.0727  2.4742  1.0242
H  0.4562  2.3430  2.7631
H  3.8837  2.3214  2.8720
H  6.1768  -0.2563  4.1126
H  6.3416  0.9599  2.8301
H  5.6093  1.4172  4.3630
H  4.4622  -1.8844  3.2477
H  3.1401  -3.3234  2.8256
H  1.5754  -3.0437  3.3850
H  1.9006  -3.3211  1.6209
H  1.7164  -0.9606  -1.0538
H  1.3015  0.6507  -3.3054
H  0.1979  2.7596  -3.7621
H  -1.4648  2.5480  -3.2294
H  -0.4472  3.7326  -2.4549
H  -0.8737  2.1437  -0.0613
H  -3.8286  1.0747  -0.4362
H  -2.4334  0.0219  -0.5942
H  -4.0141  -0.7062  -0.3903
H  -4.4544  1.8462  1.7294

Cartesian forces, eV/Å:
-0.1 0.5 0.3
0.0 -0.2 -0.3
-0.2 0.0 -0.3
0.2 0.2 -0.4
0.1 -0.3 0.0
0.1 -0.3 -0.2
-1.5 0.9 -0.3
0.1 -0.2 -0.1
1.8 0.0 0.2
0.8 -1.0 0.9
-0.7 -0.1 -0.6
-0.1 0.7 0.1
0.7 0.6 -0.3
0.0 0.2 0.1
0.1 0.2 0.1
0.4 0.0 0.1
0.1 0.7 0.1
0.0 0.4 0.1
0.3 -0.6 0.2
-0.6 0.5 -0.1
0.0 -1.2 0.3
-0.3 1.0 0.8
-0.3 -0.8 1.3
-0.3 0.3 0.0
0.1 0.0 -1.0
0.3 0.2 0.4
0.0 0.2 -0.4
0.0 -0.3 -0.2
0.1 -0.1 0.0
0.2 0.0 -0.2
-0.1 0.0 0.0
0.0 -0.1 -0.2
0.0 0.3 0.2
-0.6 -0.1 -0.1
0.4 0.0 -0.3
-0.2 0.0 0.4
0.1 -0.3 0.2
0.1 -0.2 -0.2
-0.2 -0.1 0.0
-0.2 0.9 -0.2
-0.5 0.1 0.0
1.2 -1.2 -1.6
-0.2 -0.3 0.0
-0.1 0.0 0.9
0.2 -0.2 -0.5
-0.3 -0.3 0.0
-0.1 0.1 -0.1
-0.2 -0.2 0.2
-0.1 -0.5 -0.3
-0.3 0.2 -0.2
0.0 0.2 -0.3
-0.3 0.3 -0.5
-0.2 0.3 0.2
0.2 0.0 -0.1
0.2 -0.4 -0.1
0.1 -0.2 0.2
0.3 -0.4 0.3
0.2 -0.3 0.3
-0.4 0.2 0.3
-0.2 -0.2 0.2
-0.4 0.2 0.2
0.1 0.3 0.0
-0.2 0.1 0.1

The calculation puts the lowest unoccupied orbital energy at -2.39 eV. As for the SMILES: Cc1cc(C)c([C@H](C)C[C@@H](c2c(C)cc(C)cc2C)[n+]2ccn(C)c2)c(C)c1. Its multiplicity is 1. As for the HOMO energy: -11.062 eV. Its charge is +1.

[2]
Here is C26H35N3O2 in the gas phase from the Open Molecules 2025 dataset. Energies are from ωB97M-V/def2-TZVPD.

Cartesian coordinates (Å):
C  -4.4267  -1.6908  -2.7190
C  -3.9305  -0.5478  -2.2847
C  -2.8903  -0.4266  -1.2113
O  -2.0598  0.7048  -1.3610
C  -1.1059  0.7122  -2.3268
C  -0.9436  -0.2909  -3.2768
C  0.0609  -0.2000  -4.2269
C  0.9026  0.8954  -4.2511
C  0.7267  1.9071  -3.3200
C  -0.2592  1.8343  -2.3507
C  -0.4350  2.9392  -1.3321
N  0.4519  2.8975  -0.1820
C  1.8480  3.1203  -0.4873
C  2.5919  3.4513  0.8037
C  2.4290  2.3142  1.8044
C  0.9434  2.0223  2.0261
C  0.7812  0.8706  3.0216
C  -0.6836  0.5649  3.3787
C  -1.2112  -0.6311  2.6114
O  -2.0469  -0.5008  1.7312
N  -0.7200  -1.8506  2.9372
C  0.1941  -2.1417  4.0162
C  -1.0952  -2.9850  2.1191
C  0.1165  -3.6851  1.4819
C  1.0191  -2.7124  0.7768
C  0.7418  -2.2465  -0.5043
C  1.6230  -1.3624  -1.1018
C  2.7537  -0.9703  -0.4006
C  2.9366  -1.4778  0.8745
N  2.0967  -2.3227  1.4478
C  0.2879  1.7367  0.6714
H  -5.1939  -1.7300  -3.4728
H  -4.0931  -2.6389  -2.3278
H  -4.2733  0.3970  -2.6851
H  -2.2907  -1.3421  -1.1347
H  -3.3712  -0.2672  -0.2400
H  -1.6072  -1.1410  -3.2937
H  0.1746  -0.9911  -4.9543
H  1.6813  0.9706  -4.9954
H  1.3638  2.7792  -3.3555
H  -0.2758  3.9057  -1.8217
H  -1.4570  2.9060  -0.9493
H  1.9242  3.9632  -1.1793
H  2.3149  2.2378  -0.9631
H  2.1718  4.3666  1.2236
H  3.6487  3.6233  0.5889
H  2.9081  2.5747  2.7513
H  2.9145  1.4146  1.4176
H  0.4725  2.9210  2.4388
H  1.3281  1.1332  3.9306
H  1.2543  -0.0194  2.6028
H  -1.3142  1.4151  3.1159
H  -0.7946  0.3949  4.4506
H  1.2159  -2.2500  3.6437
H  0.1743  -1.3603  4.7691
H  -0.1114  -3.0797  4.4854
H  -1.6472  -3.7111  2.7286
H  -1.7606  -2.5986  1.3439
H  0.6973  -4.1951  2.2507
H  -0.2560  -4.4270  0.7737
H  -0.1428  -2.5795  -1.0252
H  1.4334  -0.9845  -2.0955
H  3.4694  -0.2882  -0.8332
H  3.7963  -1.2027  1.4735
H  -0.7782  1.5443  0.7925
H  0.7435  0.8318  0.2304

Cartesian forces, eV/Å:
-0.1 0.0 0.0
0.2 0.2 0.0
-0.3 -0.3 0.3
0.2 0.2 -0.1
0.2 0.1 -0.2
-0.2 -0.2 0.2
0.1 0.1 0.0
0.1 -0.1 -0.1
-0.1 -0.1 0.0
-0.2 0.0 0.2
-0.1 0.1 0.1
0.0 0.1 -0.1
0.1 0.3 0.2
0.1 -0.2 -0.2
-0.2 0.3 0.0
0.2 -0.4 0.0
0.0 0.3 0.0
0.0 0.0 -0.1
-0.2 0.3 0.3
-0.2 0.2 -0.3
0.0 -0.4 -0.1
0.2 0.1 0.1
-0.1 -0.1 -0.3
-0.2 0.1 0.1
-0.1 -0.1 -0.2
0.1 0.1 0.0
0.1 0.0 0.0
0.0 -0.1 0.0
0.2 0.2 -0.2
0.1 -0.2 0.3
-0.2 0.1 0.4
-0.2 0.0 -0.1
0.1 -0.2 0.1
-0.1 0.1 -0.1
0.0 0.1 0.0
0.1 -0.1 -0.2
-0.1 -0.1 0.0
0.0 -0.1 -0.1
0.1 0.0 -0.1
0.1 0.1 0.0
-0.1 -0.1 0.0
0.1 0.1 -0.1
0.0 -0.1 -0.1
0.0 0.1 0.0
0.0 0.1 0.0
0.0 0.1 0.0
0.0 -0.1 0.0
0.0 -0.1 0.0
0.0 0.0 0.0
0.1 -0.1 0.0
0.1 -0.1 0.0
-0.1 -0.1 0.0
0.0 0.0 0.0
0.0 0.0 0.1
0.0 0.0 0.0
0.0 0.0 0.1
0.0 0.1 -0.1
0.1 -0.1 0.1
0.0 -0.1 -0.1
0.0 -0.1 0.1
-0.1 0.0 -0.1
0.0 0.1 -0.1
0.1 0.1 0.0
0.1 0.1 0.0
0.0 -0.1 0.0
-0.1 0.0 0.0

The calculation puts the lowest unoccupied orbital energy at 0.76 eV. As for the SMILES: C=CCOc1ccccc1CN1CCC[C@H](CCC(=O)N(C)CCc2ccccn2)C1. Its multiplicity is 1. As for the HOMO energy: -8.064 eV.

[3]
Here is a molecular structure, C26H35N3PdSi2 at a distorted geometry from the Open Molecules 2025 dataset. Energies are from ωB97M-V/def2-TZVPD.

Cartesian coordinates (Å):
Pd  0.6783  0.1075  0.2387
C  -0.6823  -0.7675  3.7346
Si  0.8450  -0.2239  2.6059
C  2.3356  -0.7413  3.7823
C  0.8100  1.7259  2.9974
C  0.7980  2.1034  4.3376
C  0.7397  3.4229  4.7475
C  0.6763  4.4182  3.7905
C  0.6921  4.0627  2.4546
C  0.7687  2.7404  2.0239
Si  0.8519  2.4438  0.0710
C  2.4365  3.5287  -0.3332
C  -0.4949  3.7347  -0.5648
H  -0.5267  -0.5230  4.7823
H  -0.8560  -1.8386  3.6687
H  -1.5905  -0.2698  3.4082
H  2.1547  -0.4564  4.8155
H  3.2519  -0.2620  3.4576
H  2.4975  -1.8148  3.7584
H  0.8401  1.3392  5.1052
H  0.7470  3.6759  5.8058
H  0.6201  5.4636  4.0829
H  0.6475  4.8526  1.7177
H  2.3501  4.5314  0.0755
H  2.5684  3.6239  -1.4072
H  3.3363  3.0812  0.0765
H  -0.2072  4.7576  -0.3365
H  -1.4652  3.5572  -0.1121
H  -0.6175  3.6675  -1.6422
C  3.9512  -1.3953  -1.8830
C  2.5514  -0.8714  -1.5191
C  1.5869  -2.0379  -1.2347
C  1.9819  -0.0899  -2.7273
C  2.6307  -0.0319  -0.2675
H  3.8994  -2.0743  -2.7370
H  4.3782  -1.9262  -1.0309
H  4.6097  -0.5636  -2.1388
H  1.2834  -2.5553  -2.1473
H  0.7030  -1.5848  -0.7315
H  2.0450  -2.7528  -0.5473
H  2.0451  -0.6917  -3.6363
H  2.5248  0.8431  -2.8786
H  0.9314  0.1494  -2.5254
H  3.3849  0.7641  -0.3247
C  -3.6909  0.7458  0.6850
C  -2.3049  0.7774  0.7447
N  -1.5501  -0.1616  0.1574
C  -2.1498  -1.1507  -0.4813
C  -3.5525  -1.3070  -0.5819
C  -4.3196  -0.2923  0.0399
C  -4.1984  -2.4348  -1.1463
C  -3.7534  -3.3908  -2.0500
C  -2.7014  -3.3498  -2.9738
C  -2.3773  -4.4900  -3.7694
C  -1.3521  -4.3934  -4.6623
N  -0.6576  -3.2553  -4.8713
C  -1.0601  -2.2352  -4.1115
N  -1.9914  -2.2018  -3.2025
H  -4.2630  1.5410  1.1462
H  -1.7824  1.5611  1.2804
H  -1.5179  -1.9101  -0.9267
H  -5.4024  -0.3353  0.0002
H  -5.2156  -2.5911  -0.7856
H  -4.3586  -4.2976  -2.1138
H  -2.9336  -5.4121  -3.6480
H  -1.0408  -5.2461  -5.2660
H  -0.5384  -1.2956  -4.2792

Cartesian forces, eV/Å:
0.3 0.4 0.1
0.6 0.1 -0.6
0.1 0.5 1.0
-0.6 0.1 -0.6
0.0 -0.8 -0.2
0.0 0.0 0.3
0.0 0.1 0.3
0.0 0.3 0.1
0.0 0.2 0.0
0.0 -0.1 -0.7
0.3 0.8 0.5
-0.5 -0.7 0.0
0.4 -0.7 0.1
0.1 0.1 0.3
0.0 -0.3 -0.1
-0.2 0.1 -0.1
-0.1 0.1 0.3
0.2 0.1 -0.2
0.0 -0.3 0.0
0.0 -0.1 0.0
0.0 0.0 0.0
0.0 0.0 0.0
0.0 0.2 -0.1
-0.1 0.2 0.2
0.0 0.0 -0.3
0.2 -0.1 0.1
0.2 0.2 0.1
-0.2 -0.1 0.1
0.0 -0.1 -0.3
-0.3 0.0 0.1
0.3 -0.3 -0.3
0.2 0.1 0.0
-0.1 -0.1 0.2
-1.0 0.8 0.1
0.0 -0.1 -0.1
0.1 0.0 0.0
0.1 0.0 0.0
-0.1 0.0 -0.1
0.1 -1.1 -0.6
-0.1 0.1 0.1
0.0 -0.1 -0.1
0.0 0.1 0.0
0.2 0.1 -0.1
-0.1 -0.1 0.2
0.2 0.1 0.1
-0.2 0.3 0.1
0.2 0.4 0.3
0.0 -0.5 -0.2
-0.1 0.7 0.4
0.2 -0.3 -0.2
-0.4 -0.3 -0.2
-0.1 -0.3 0.0
0.0 -0.2 -0.2
0.0 -0.1 0.0
-0.1 -0.1 -0.1
0.2 0.0 -0.2
0.5 0.1 -0.4
-0.5 0.2 0.4
0.0 0.0 0.1
0.0 0.0 -0.1
0.0 0.2 0.1
0.0 -0.1 0.0
0.1 0.0 0.0
0.0 0.1 0.0
0.0 0.0 0.0
-0.1 0.0 0.1
0.1 0.0 0.0

The calculation puts the lowest unoccupied orbital energy (alpha / beta) at 5.01 / 4.99 eV. Its multiplicity is 3. As for the HOMO energy (alpha / beta): 0.245 / -0.290 eV. Its charge is -2.

E? In order: -1121.00324 -1326.48536 -1882.78981 Eh.
Relative energy (zero: lowest compared OMol25 entry of this formula, charge and spin)? In order: 51.56 100.57 197.14 kJ/mol.